No. 1
Molecular formula: C2H13N3P5
Method: DFT, ωB97M-V with the def2-TZVPD basis set

The value obtained for the orbital gap (alpha / beta) is 0.2104 / 0.2021 Eh. Its LUMO energy (alpha / beta) is -2.882 / -6.961 eV. Its HOMO energy (alpha / beta) is -8.606 / -12.459 eV. The spin multiplicity is 3. The net charge is +1. The largest force on an atom comes out at 0.0770 Eh/bohr.

Each line ends with the Löwdin spin population.
Cartesian coordinates (Å):
1 C -0.294 -0.411 -0.410  0.021
2 C -0.534 -2.715 0.591  0.006
3 N -0.169 -1.757 -0.396  0.057
4 N 0.581 0.365 -0.996  0.153
5 N -1.412 0.072 0.116  0.010
6 P -4.030 1.408 0.267  0.006
7 P 3.134 2.041 -0.989  0.505
8 P 2.445 0.198 1.320  0.168
9 P -1.972 1.823 0.066  0.010
10 P 2.410 -0.078 -0.871  0.911
11 H -1.530 -2.524 1.072  0.002
12 H -0.737 -3.818 0.240  0.001
13 H 0.317 -2.818 1.394  0.003
14 H 0.841 -1.945 -0.701  0.049
15 H 0.288 1.386 -1.104  0.013
16 H -2.161 -0.719 0.356  0.000
17 H -4.475 1.498 -1.037  0.000
18 H -4.235 2.656 0.717  0.000
19 H 2.557 2.306 -2.281  0.035
20 H 4.254 1.479 -1.426  0.026
21 H 2.756 -1.125 1.397  0.005
22 H 3.730 0.523 1.204  0.019
23 H -1.763 2.156 1.469  0.001

No. 2
Molecular formula: C3H6O2S
Method: DFT, ωB97M-V with the def2-TZVPD basis set

The SMILES is O=C(O)CCS. The value obtained for the orbital gap is 0.3644 Eh. Its LUMO energy is 0.629 eV. Its HOMO energy is -9.287 eV. The largest force on an atom comes out at 0.0192 Eh/bohr. The value obtained for the relative energy (zero: lowest compared OMol25 entry of this formula, charge and spin) is 5.9 kcal per mole.

Each line ends with the natural charge from an NBO analysis.
Cartesian coordinates (Å):
1 O 1.430 1.492 0.331  -0.576
2 C 0.895 0.981 -0.611  0.800
3 O 0.904 1.510 -1.853  -0.700
4 C 0.050 -0.263 -0.530  -0.538
5 C -0.191 -0.716 0.886  -0.503
6 S -1.508 -1.993 0.975  -0.060
7 H 0.950 2.479 -1.826  0.501
8 H -0.905 -0.083 -1.022  0.246
9 H 0.497 -1.068 -1.122  0.241
10 H -0.485 0.152 1.470  0.232
11 H 0.638 -1.134 1.446  0.228
12 H -2.276 -1.355 1.856  0.129

No. 3
Molecular formula: C5H9NS
Method: DFT, ωB97M-V with the def2-TZVPD basis set

The value obtained for the orbital gap (alpha / beta) is 0.2202 / 0.2204 Eh. Its LUMO energy (alpha / beta) is -2.535 / -2.534 eV. Its HOMO energy (alpha / beta) is -8.528 / -8.531 eV. The largest force on an atom comes out at 0.0700 Eh/bohr. The value obtained for the relative energy (zero: lowest compared OMol25 entry of this formula, charge and spin) is 127.2 kcal per mole.

Each line ends with the natural charge from an NBO analysis.
Cartesian coordinates (Å):
1 C -0.172 1.059 -2.387  -0.191
2 C -0.892 0.981 1.093  -0.603
3 C 1.215 0.279 0.130  -0.610
4 C -0.713 -1.245 -0.278  -0.004
5 C -0.127 -0.323 0.724  -0.338
6 N -0.450 1.832 -3.197  -0.588
7 S -0.093 -2.724 -0.831  0.307
8 H -0.999 1.392 0.087  0.263
9 H -0.303 1.463 1.834  0.222
10 H -1.705 0.669 1.629  0.199
11 H 1.667 0.983 0.726  0.215
12 H 1.113 0.864 -0.774  0.291
13 H 2.079 -0.480 0.056  0.190
14 H -1.672 -0.980 -0.494  0.225
15 H 0.007 -0.869 1.613  0.245
16 H 1.044 -2.903 0.069  0.174

No. 4
Molecular formula: C61H154N6O15
Method: DFT, ωB97M-V with the def2-TZVPD basis set

The value obtained for the orbital gap is 0.3388 Eh. Its LUMO energy is 0.571 eV. Its HOMO energy is -8.647 eV. The largest force on an atom comes out at 0.0638 Eh/bohr.

Each line ends with the Löwdin charge.
Cartesian coordinates (Å):
1 C -0.973 1.791 -7.946  -0.050
2 C -0.712 1.929 -6.453  -0.420
3 C 0.748 1.667 -6.066  -0.164
4 O 1.012 0.276 -6.416  -0.221
5 C 2.156 -0.211 -5.807  -0.137
6 N -1.047 3.332 -6.076  0.040
7 H -0.330 2.413 -8.501  0.061
8 H -2.044 2.091 -8.086  0.095
9 H -0.861 0.739 -8.188  0.068
10 H -1.275 1.272 -5.753  0.124
11 H 0.979 1.891 -4.977  0.125
12 H 1.385 2.212 -6.739  0.117
13 H 1.996 -0.197 -4.700  0.078
14 H 3.080 0.350 -6.038  0.087
15 H 2.209 -1.256 -6.098  0.084
16 H -0.354 3.981 -6.451  0.070
17 H -1.141 3.464 -5.106  0.032
18 C 4.171 -4.423 4.345  -0.037
19 C 3.118 -4.026 5.343  -0.443
20 C 2.382 -2.790 4.983  -0.218
21 O 1.472 -2.484 6.024  -0.191
22 C 1.098 -1.145 5.993  -0.129
23 N 2.083 -5.050 5.579  0.052
24 H 5.112 -3.923 4.579  0.088
25 H 3.838 -4.337 3.329  0.073
26 H 4.339 -5.479 4.494  0.072
27 H 3.563 -3.790 6.275  0.128
28 H 1.705 -3.030 4.126  0.147
29 H 3.034 -1.960 4.765  0.120
30 H 1.898 -0.453 6.263  0.089
31 H 0.319 -0.944 6.742  0.088
32 H 0.696 -0.813 5.010  0.089
33 H 2.534 -5.823 6.025  0.077
34 H 1.472 -4.585 6.278  0.090
35 C -3.959 -2.055 2.901  -0.069
36 C -4.860 -2.197 1.665  -0.419
37 C -4.814 -3.685 1.263  -0.238
38 O -3.507 -4.017 0.882  -0.213
39 C -3.424 -5.388 0.397  -0.085
40 N -6.169 -1.664 2.041  0.042
41 H -3.840 -0.975 3.275  0.091
42 H -2.981 -2.442 2.707  0.045
43 H -4.418 -2.571 3.720  0.064
44 H -4.372 -1.672 0.804  0.124
45 H -5.570 -3.831 0.460  0.129
46 H -5.115 -4.292 2.131  0.123
47 H -4.016 -5.548 -0.552  0.095
48 H -3.916 -6.073 1.115  0.085
49 H -2.386 -5.635 0.193  0.075
50 H -6.746 -1.400 1.236  0.045
51 H -6.608 -2.182 2.812  0.087
52 C 4.010 -1.412 1.584  -0.060
53 C 4.238 -0.261 0.638  -0.424
54 C 5.779 -0.160 0.522  -0.232
55 O 6.371 0.057 1.756  -0.195
56 C 7.784 -0.022 1.756  -0.112
57 N 3.609 -0.446 -0.632  0.067
58 H 4.390 -2.309 1.085  0.089
59 H 2.982 -1.501 1.720  0.036
60 H 4.515 -1.329 2.578  0.093
61 H 3.864 0.672 1.050  0.130
62 H 6.000 0.673 -0.246  0.141
63 H 6.249 -1.088 0.109  0.126
64 H 8.289 0.722 1.104  0.086
65 H 8.151 -1.027 1.423  0.096
66 H 8.141 0.283 2.764  0.094
67 H 3.853 -1.331 -1.036  0.055
68 H 2.552 -0.512 -0.581  0.086
69 C 4.057 -2.663 -3.593  -0.070
70 C 5.166 -1.673 -3.594  -0.513
71 C 6.527 -2.424 -3.776  -0.023
72 O 5.043 -0.766 -4.667  -0.044
73 H 4.066 -3.113 -4.640  0.106
74 H 3.095 -2.234 -3.352  0.062
75 H 4.347 -3.478 -2.896  0.095
76 H 5.104 -1.138 -2.660  0.099
77 H 7.243 -1.682 -3.963  0.055
78 H 6.321 -2.988 -4.663  0.074
79 H 6.743 -3.052 -2.931  0.075
80 H 5.851 -0.249 -4.686  0.086
81 C 2.748 5.889 2.441  -0.034
82 C 2.691 4.913 1.252  -0.473
83 C 2.958 3.524 1.690  -0.056
84 O 1.333 4.979 0.790  -0.073
85 H 3.686 5.809 2.989  0.079
86 H 1.925 5.559 3.033  0.046
87 H 2.685 6.933 2.146  0.079
88 H 3.380 5.130 0.437  0.136
89 H 3.142 2.861 0.857  0.045
90 H 2.308 3.147 2.477  0.079
91 H 3.944 3.562 2.166  0.092
92 H 1.226 5.758 0.239  0.062
93 C -7.756 1.601 3.026  -0.071
94 C -7.410 2.710 2.090  -0.435
95 C -5.880 2.864 1.859  -0.037
96 O -7.856 2.325 0.742  -0.087
97 H -7.256 1.759 4.012  0.091
98 H -7.322 0.662 2.655  0.058
99 H -8.877 1.484 3.166  0.100
100 H -7.871 3.658 2.364  0.133
101 H -5.408 2.012 1.317  0.092
102 H -5.389 2.875 2.779  0.032
103 H -5.717 3.810 1.337  0.083
104 H -8.779 2.487 0.631  0.074
105 C -0.516 -7.063 6.058  -0.086
106 C -0.560 -7.421 4.598  -0.471
107 C -1.556 -6.497 3.900  -0.079
108 O 0.806 -7.394 4.064  -0.115
109 H 0.237 -7.538 6.680  0.077
110 H -1.510 -7.166 6.536  0.087
111 H -0.335 -6.007 6.226  0.055
112 H -0.823 -8.444 4.297  0.134
113 H -2.586 -6.502 4.342  0.085
114 H -1.722 -6.687 2.793  0.079
115 H -1.249 -5.435 3.953  0.077
116 H 1.296 -6.589 4.454  0.062
117 C -3.234 -1.087 -6.195  -0.049
118 C -2.181 -2.157 -5.907  -0.504
119 C -1.870 -3.072 -7.063  -0.039
120 O -1.074 -1.393 -5.474  -0.069
121 H -3.246 -0.265 -5.465  0.075
122 H -4.204 -1.555 -6.177  0.069
123 H -3.091 -0.692 -7.175  0.064
124 H -2.535 -2.757 -5.114  0.104
125 H -1.099 -3.807 -6.829  0.058
126 H -1.559 -2.451 -7.929  0.096
127 H -2.837 -3.561 -7.315  0.098
128 H -0.407 -1.418 -6.173  0.071
129 C 2.213 -5.831 -4.576  -0.059
130 C 0.968 -5.225 -5.250  -0.479
131 C 0.000 -4.791 -4.115  -0.040
132 O 1.205 -4.143 -6.126  -0.076
133 H 1.889 -6.806 -4.208  0.080
134 H 2.579 -5.156 -3.783  0.067
135 H 3.040 -5.965 -5.290  0.080
136 H 0.503 -6.036 -5.824  0.128
137 H -1.006 -4.495 -4.341  0.055
138 H 0.384 -3.982 -3.501  0.051
139 H -0.071 -5.642 -3.405  0.092
140 H 1.970 -4.291 -6.744  0.119
141 C 3.631 2.669 -3.811  -0.078
142 C 4.590 2.659 -2.676  -0.520
143 C 5.283 3.991 -2.555  -0.044
144 O 3.925 2.368 -1.457  -0.097
145 H 2.803 3.447 -3.837  0.087
146 H 3.136 1.663 -3.927  0.065
147 H 4.100 2.844 -4.804  0.092
148 H 5.259 1.768 -2.825  0.140
149 H 6.020 3.985 -1.712  0.094
150 H 4.559 4.701 -2.361  0.034
151 H 5.812 4.243 -3.530  0.106
152 H 3.656 1.417 -1.524  0.054
153 C -0.342 6.515 -2.599  -0.058
154 C 0.919 5.795 -3.047  -0.545
155 C 1.644 6.474 -4.240  -0.037
156 O 1.846 5.716 -2.011  -0.087
157 H -0.113 7.604 -2.682  0.080
158 H -0.588 6.339 -1.528  0.082
159 H -1.208 6.423 -3.313  0.091
160 H 0.648 4.771 -3.331  0.113
161 H 1.910 7.515 -3.950  0.091
162 H 0.982 6.426 -5.151  0.095
163 H 2.533 5.912 -4.327  0.042
164 H 1.725 4.859 -1.467  0.115
165 C -6.248 1.196 -2.200  -0.061
166 C -6.291 -0.275 -1.882  -0.387
167 C -4.962 -1.064 -2.081  -0.029
168 O -6.716 -0.366 -0.456  -0.127
169 H -7.207 1.693 -2.375  0.087
170 H -5.637 1.294 -3.128  0.090
171 H -5.720 1.726 -1.448  0.061
172 H -7.110 -0.695 -2.428  0.119
173 H -5.099 -2.125 -2.012  0.069
174 H -4.225 -0.891 -1.339  0.023
175 H -4.534 -0.943 -3.085  0.078
176 H -7.079 0.499 -0.091  0.074
177 C -2.806 1.954 4.674  -0.062
178 C -1.573 2.821 4.827  -0.502
179 C -1.919 4.164 4.150  -0.120
180 C -0.972 5.346 4.613  -0.126
181 C -0.957 5.387 6.185  -0.130
182 C -0.429 4.113 6.783  -0.543
183 N -1.400 3.004 6.353  -0.059
184 O -0.839 1.765 6.811  -0.082
185 C 1.021 3.843 6.330  -0.021
186 C -0.498 4.154 8.269  -0.053
187 C -0.374 2.264 4.079  -0.022
188 H -3.707 2.210 5.309  0.109
189 H -2.454 0.903 4.846  0.086
190 H -3.085 1.801 3.619  0.071
191 H -1.916 3.889 3.091  0.117
192 H -2.950 4.324 4.366  0.094
193 H -1.373 6.304 4.189  0.115
194 H 0.044 5.286 4.186  0.077
195 H -1.996 5.471 6.518  0.126
196 H -0.325 6.215 6.421  0.111
197 H 1.247 3.982 5.303  0.038
198 H 1.598 4.696 6.753  0.100
199 H 1.386 2.879 6.691  0.088
200 H -0.131 3.221 8.784  0.103
201 H 0.189 4.955 8.542  0.084
202 H -1.501 4.405 8.617  0.088
203 H 0.228 1.599 4.695  0.078
204 H 0.273 3.052 3.776  0.047
205 H -0.714 1.825 3.182  0.054
206 H -1.697 1.470 7.223  0.131
207 C -1.499 0.853 -2.018  -0.013
208 C -0.301 0.739 -1.056  -0.444
209 C -0.677 0.995 0.436  -0.119
210 C -1.435 -0.189 1.001  -0.188
211 C -0.604 -1.446 0.910  -0.130
212 C -0.224 -1.740 -0.555  -0.457
213 N 0.497 -0.540 -1.147  -0.108
214 O 0.953 -0.673 -2.456  -0.063
215 C 0.754 -2.899 -0.549  -0.032
216 C -1.437 -2.281 -1.349  -0.007
217 C 0.708 1.893 -1.435  -0.029
218 H -1.942 1.811 -1.797  0.075
219 H -2.284 0.128 -1.777  0.040
220 H -1.321 0.811 -3.183  0.121
221 H 0.215 1.150 1.055  0.117
222 H -1.193 1.938 0.440  0.112
223 H -2.377 -0.461 0.441  0.109
224 H -1.827 -0.111 2.030  0.096
225 H -1.157 -2.334 1.325  0.126
226 H 0.268 -1.290 1.561  0.117
227 H 0.941 -3.276 -1.528  0.050
228 H 1.700 -2.680 -0.135  0.053
229 H 0.267 -3.760 0.001  0.115
230 H -2.389 -1.841 -1.391  0.025
231 H -1.170 -2.312 -2.468  0.103
232 H -1.474 -3.280 -1.028  0.054
233 H 1.599 2.101 -0.813  0.063
234 H 0.136 2.840 -1.423  0.081
235 H 1.187 1.757 -2.432  0.066
236 H 0.190 -0.952 -3.052  0.103

No. 5
Molecular formula: C4H10N4
Method: DFT, ωB97M-V with the def2-TZVPD basis set

The SMILES is [H]/N=C(\C)N(N)/C(C)=N/[H]. The value obtained for the orbital gap is 0.3425 Eh. Its LUMO energy is 0.750 eV. Its HOMO energy is -8.568 eV. The largest force on an atom comes out at 0.0977 Eh/bohr. The value obtained for the relative energy (zero: lowest compared OMol25 entry of this formula, charge and spin) is 89.6 kcal per mole.

Each line ends with the natural charge from an NBO analysis.
Cartesian coordinates (Å):
1 C 1.622 1.066 0.468  -0.701
2 C 1.210 -0.225 -0.196  0.419
3 C -1.434 -0.190 -0.122  0.480
4 C -1.246 1.277 -0.445  -0.691
5 H 1.863 1.942 -0.237  0.240
6 H 2.595 0.939 0.979  0.242
7 H 0.947 1.423 1.391  0.230
8 H 3.071 -1.136 -0.247  0.366
9 H 0.327 -2.506 -0.537  0.373
10 H -1.248 -2.227 0.377  0.399
11 H -0.629 1.637 0.459  0.243
12 H -0.605 1.358 -1.305  0.229
13 H -2.318 1.857 -0.396  0.230
14 H -3.418 -0.380 -0.188  0.377
15 N 2.027 -1.206 -0.471  -0.683
16 N -0.102 -0.689 -0.043  -0.331
17 N -0.124 -2.149 0.253  -0.659
18 N -2.537 -0.791 0.260  -0.764